*1*
Entry from the OMol25 dataset: a cluster of 9 separate species, C40H107N9O11 in total (ωB97M-V with the def2-TZVPD basis set).

Bonds (Å) are listed after each position.
Atoms and positions in Å:
1 C -5.45374 16.53571 3.59025  O2 1.426, H10 1.090, H11 1.090, H12 1.090
2 O -4.95662 15.38222 2.91425  C1 1.426, C3 1.482
3 C -6.04215 14.83583 2.06520  O2 1.482, C4 1.647, H13 1.090, H14 1.090
4 C -5.70151 13.30855 1.55211  C3 1.647, N5 1.459, H15 1.090, H16 1.090
5 N -6.73897 12.67065 0.74934  C4 1.459, C6 1.472, H17 1.010
6 C -6.89017 13.19723 -0.61703  N5 1.472, C7 1.518, H18 1.090, H19 1.090
7 C -5.74250 12.94486 -1.57731  C6 1.518, O8 1.427, H20 1.090, H21 1.090
8 O -5.54770 11.57940 -1.94233  C7 1.427, C9 1.442
9 C -4.84918 11.51334 -3.20268  O8 1.442, H22 1.090, H23 1.090, H24 1.090
10 H -5.77490 17.36885 2.96508  C1 1.090
11 H -4.62739 17.02722 4.10374  C1 1.090
12 H -6.10583 16.34024 4.44153  C1 1.090
13 H -6.29116 15.55881 1.28842  C3 1.090
14 H -6.90473 14.78363 2.72954  C3 1.090
15 H -5.67227 12.70255 2.45766  C4 1.090
16 H -4.68346 13.23456 1.16972  C4 1.090
17 H -6.27827 11.77227 0.72130  N5 1.010
18 H -7.13947 14.25623 -0.55020  C6 1.090
19 H -7.83330 12.78612 -0.97705  C6 1.090
20 H -4.83263 13.39801 -1.18373  C7 1.090
21 H -5.99277 13.56683 -2.43673  C7 1.090
22 H -4.15816 12.29099 -3.52801  C9 1.090
23 H -5.47526 11.59105 -4.09153  C9 1.090
24 H -4.48404 10.48636 -3.19336  C9 1.090
25 C -2.00831 -9.14081 2.73798  O26 1.401, H34 1.090, H35 1.090, H36 1.090
26 O -1.26308 -8.81115 3.87790  C25 1.401, C27 1.445
27 C -0.08213 -7.98812 3.75493  O26 1.445, C28 1.582, H37 1.090, H38 1.090
28 C 0.39784 -7.58322 5.20659  C27 1.582, N29 1.476, H39 1.090, H40 1.090
29 N 0.34934 -8.70833 6.16084  C28 1.476, C30 1.497, H41 1.010
30 C 0.92378 -8.34094 7.49408  N29 1.497, C31 1.550, H42 1.090, H43 1.090
31 C 2.47142 -8.26377 7.47467  C30 1.550, O32 1.455, H44 1.090, H45 1.090
32 O 2.92547 -8.08583 8.84550  C31 1.455, C33 1.439
33 C 4.35384 -8.23246 8.94679  O32 1.439, H46 1.090, H47 1.090, H48 1.090
34 H -1.41686 -9.12526 1.82253  C25 1.090
35 H -2.86150 -8.46739 2.65632  C25 1.090
36 H -2.27677 -10.15800 3.02322  C25 1.090
37 H -0.34705 -7.12666 3.14190  C27 1.090
38 H 0.75466 -8.41938 3.20546  C27 1.090
39 H -0.17710 -6.78800 5.68112  C28 1.090
40 H 1.37300 -7.11725 5.06503  C28 1.090
41 H -0.35773 -9.42688 6.09887  N29 1.010
42 H 0.62121 -9.15695 8.15033  C30 1.090
43 H 0.46097 -7.42368 7.85813  C30 1.090
44 H 2.85986 -7.44177 6.87340  C31 1.090
45 H 2.87316 -9.18515 7.05306  C31 1.090
46 H 4.82710 -7.50229 8.29031  C33 1.090
47 H 4.57046 -9.23054 8.56598  C33 1.090
48 H 4.79848 -7.92301 9.89264  C33 1.090
49 C 0.77992 -2.41521 -3.06156  C50 1.502, H55 1.090, H56 1.090, H57 1.090
50 C -0.56424 -1.85373 -3.42909  C49 1.502, C51 1.540, N54 1.399, H58 1.090
51 C -0.39892 -0.41550 -3.95427  C50 1.540, O52 1.391, H59 1.090, H60 1.090
52 O -1.59486 0.21721 -4.27531  C51 1.391, C53 1.451
53 C -1.49068 1.55011 -4.83861  O52 1.451, H61 1.090, H62 1.090, H63 1.090
54 N -1.21987 -2.61925 -4.40003  C50 1.399, H64 1.010, H65 1.010
55 H 0.55148 -3.44732 -2.79569  C49 1.090
56 H 1.35599 -1.95453 -2.25906  C49 1.090
57 H 1.51711 -2.34660 -3.86151  C49 1.090
58 H -1.23177 -1.84621 -2.56744  C50 1.090
59 H 0.27910 -0.32526 -4.80294  C51 1.090
60 H 0.05817 0.23181 -3.20584  C51 1.090
61 H -0.70501 2.01406 -4.24230  C53 1.090
62 H -2.46475 2.01895 -4.69898  C53 1.090
63 H -1.19618 1.59486 -5.88712  C53 1.090
64 H -1.48532 -1.87823 -5.03291  N54 1.010
65 H -2.16192 -2.83981 -4.11023  N54 1.010
66 C 4.11310 -0.61658 4.15116  C67 1.491, H72 1.090, H73 1.090, H74 1.090
67 C 3.22931 -1.33185 5.11515  C66 1.491, C68 1.576, N71 1.512, H75 1.090
68 C 3.88008 -1.72971 6.49480  C67 1.576, O69 1.466, H76 1.090, H77 1.090
69 O 2.73794 -2.01150 7.36961  C68 1.466, C70 1.404
70 C 3.17417 -2.17363 8.69475  O69 1.404, H78 1.090, H79 1.090, H80 1.090
71 N 2.01939 -0.44967 5.32566  C67 1.512, H81 1.010, H82 1.010
72 H 4.96993 -1.24221 3.90111  C66 1.090
73 H 4.50415 0.29637 4.60027  C66 1.090
74 H 3.64240 -0.35697 3.20292  C66 1.090
75 H 2.75187 -2.20923 4.67883  C67 1.090
76 H 4.65703 -1.13496 6.97514  C68 1.090
77 H 4.38994 -2.66412 6.26027  C68 1.090
78 H 3.69342 -1.32760 9.14499  C70 1.090
79 H 3.72524 -3.07384 8.96685  C70 1.090
80 H 2.29745 -2.19022 9.34220  C70 1.090
81 H 2.47542 0.36377 5.71353  N71 1.010
82 H 1.58769 -0.92317 6.10639  N71 1.010
83 C 6.45421 -10.05431 1.58967  C84 1.591, H89 1.090, H90 1.090, H91 1.090
84 C 7.20253 -10.10883 2.99242  C83 1.591, C85 1.522, N88 1.476, H92 1.090
85 C 7.98371 -11.35794 3.37584  C84 1.522, O86 1.409, H93 1.090, H94 1.090
86 O 8.25342 -11.37217 4.75850  C85 1.409, C87 1.420
87 C 8.85567 -12.50611 5.36553  O86 1.420, H95 1.090, H96 1.090, H97 1.090
88 N 8.08461 -8.92586 2.98147  C84 1.476, H98 1.010, H99 1.010
89 H 5.71539 -10.85440 1.54401  C83 1.090
90 H 7.16680 -10.35595 0.82198  C83 1.090
91 H 5.87860 -9.15177 1.38425  C83 1.090
92 H 6.47008 -9.94366 3.78256  C84 1.090
93 H 8.83946 -11.49180 2.71414  C85 1.090
94 H 7.35431 -12.24352 3.28804  C85 1.090
95 H 8.93220 -12.53510 6.45246  C87 1.090
96 H 9.89332 -12.50136 5.03184  C87 1.090
97 H 8.38322 -13.43615 5.04943  C87 1.090
98 H 8.96023 -9.18215 2.54823  N88 1.010
99 H 8.33643 -8.61534 3.90898  N88 1.010
100 C -1.10411 8.24303 -0.01955  C101 1.503, H106 1.090, H107 1.090, H108 1.090
101 C -0.39386 7.22803 -0.87102  C100 1.503, C102 1.564, N105 1.398, H109 1.090
102 C 1.16587 7.32706 -0.82051  C101 1.564, O103 1.410, H110 1.090, H111 1.090
103 O 1.55135 8.62387 -1.21835  C102 1.410, C104 1.380
104 C 2.20321 8.82399 -2.41858  O103 1.380, H112 1.090, H113 1.090, H114 1.090
105 N -0.75528 5.94052 -0.46328  C101 1.398, H115 1.010, H116 1.010
106 H -0.75996 9.22586 -0.34160  C100 1.090
107 H -0.97334 8.15623 1.05909  C100 1.090
108 H -2.18730 8.23090 -0.14060  C100 1.090
109 H -0.69940 7.23541 -1.91730  C101 1.090
110 H 1.54623 6.68146 -1.61211  C102 1.090
111 H 1.65648 7.06015 0.11552  C102 1.090
112 H 3.22676 8.47025 -2.29482  C104 1.090
113 H 2.31467 9.89496 -2.58800  C104 1.090
114 H 1.73028 8.48704 -3.34103  C104 1.090
115 H -0.48892 5.25349 -1.15404  N105 1.010
116 H -0.15420 5.75995 0.32803  N105 1.010
117 C -8.26958 -1.16643 -10.50554  C118 1.512, H123 1.090, H124 1.090, H125 1.090
118 C -7.04126 -2.02691 -10.31255  C117 1.512, C119 1.482, N122 1.506, H126 1.090
119 C -6.24601 -1.75080 -9.09257  C118 1.482, O120 1.455, H127 1.090, H128 1.090
120 O -5.14958 -2.70283 -8.99508  C119 1.455, C121 1.381
121 C -4.06891 -2.48587 -9.82674  O120 1.381, H129 1.090, H130 1.090, H131 1.090
122 N -7.54092 -3.42494 -10.06175  C118 1.506, H132 1.010, H133 1.010
123 H -8.73406 -1.24087 -11.48880  C117 1.090
124 H -8.02404 -0.10762 -10.58761  C117 1.090
125 H -8.97299 -1.33000 -9.68911  C117 1.090
126 H -6.39650 -2.03454 -11.19137  C118 1.090
127 H -6.81666 -2.05860 -8.21637  C119 1.090
128 H -5.95416 -0.71415 -8.92446  C119 1.090
129 H -3.73599 -1.45207 -9.91909  C121 1.090
130 H -4.29656 -2.81863 -10.83943  C121 1.090
131 H -3.24140 -3.13607 -9.54287  C121 1.090
132 H -7.94533 -3.36542 -9.13816  N122 1.010
133 H -6.66664 -3.91377 -9.93228  N122 1.010
134 C 8.63217 1.56668 -2.91789  C135 1.525, H140 1.090, H141 1.090, H142 1.090
135 C 7.45544 1.29528 -3.84976  C134 1.525, C136 1.606, N139 1.424, H143 1.090
136 C 6.80547 2.56485 -4.58761  C135 1.606, O137 1.383, H144 1.090, H145 1.090
137 O 7.81051 3.03665 -5.41238  C136 1.383, C138 1.409
138 C 7.22678 3.68489 -6.51839  O137 1.409, H146 1.090, H147 1.090, H148 1.090
139 N 7.89852 0.34044 -4.80917  C135 1.424, H149 1.010, H150 1.010
140 H 9.10556 0.63126 -2.61961  C134 1.090
141 H 8.48303 2.09695 -1.97733  C134 1.090
142 H 9.47281 2.07950 -3.38527  C134 1.090
143 H 6.77834 0.76370 -3.18113  C135 1.090
144 H 6.57450 3.39853 -3.92448  C136 1.090
145 H 5.93959 2.24393 -5.16672  C136 1.090
146 H 6.67877 4.62104 -6.41163  C138 1.090
147 H 6.69041 2.92848 -7.09133  C138 1.090
148 H 8.12602 3.87065 -7.10571  C138 1.090
149 H 8.31116 0.86496 -5.56728  N139 1.010
150 H 8.64352 -0.21929 -4.41960  N139 1.010
151 C -5.36505 -2.54794 3.12400  C152 1.587, H157 1.090, H158 1.090, H159 1.090
152 C -4.89684 -1.81198 1.79856  C151 1.587, C153 1.518, N156 1.477, H160 1.090
153 C -5.80918 -1.93523 0.59121  C152 1.518, O154 1.357, H161 1.090, H162 1.090
154 O -5.82275 -3.22529 0.17080  C153 1.357, C155 1.469
155 C -6.55044 -3.61805 -1.04283  O154 1.469, H163 1.090, H164 1.090, H165 1.090
156 N -4.91431 -0.41900 2.28864  C152 1.477, H166 1.010, H167 1.010
157 H -6.41298 -2.39313 3.38089  C151 1.090
158 H -4.78958 -2.40227 4.03818  C151 1.090
159 H -5.40249 -3.61502 2.90484  C151 1.090
160 H -3.87634 -1.94832 1.44068  C152 1.090
161 H -5.55762 -1.46585 -0.35984  C153 1.090
162 H -6.85144 -1.65552 0.74470  C153 1.090
163 H -7.43624 -2.99906 -1.18535  C155 1.090
164 H -6.97149 -4.60351 -0.84362  C155 1.090
165 H -6.10369 -3.73101 -2.03063  C155 1.090
166 H -4.12237 -0.21891 2.88268  N156 1.010
167 H -4.76255 0.15049 1.46841  N156 1.010

Summary:
Orbital gap   0.3131 hartree
HOMO level   -8.2 eV
SMILES string   COC[C@H](C)N.COC[C@H](C)N.COC[C@H](C)N.COC[C@H](C)N.COC[C@H](C)N.COC[C@H](C)N.COC[C@H](C)N.COCCNCCOC.COCCNCCOC



*2*
Entry from the OMol25 dataset: a cluster of 9 separate species, C40H107N9O11 in total (ωB97M-V with the def2-TZVPD basis set).

Bonds (Å) are listed after each position.
Atoms and positions in Å:
1 C -25.41875 7.34508 9.65729  C2 1.543, H7 1.101, H8 1.095, H9 1.073
2 C -24.41177 6.17619 9.67179  C1 1.543, C3 1.504, N6 1.487, H10 1.098
3 C -24.95439 5.15983 10.63864  C2 1.504, O4 1.444, H11 1.116, H12 1.086
4 O -25.17818 5.80769 11.90977  C3 1.444, C5 1.390
5 C -24.00757 5.82522 12.65882  O4 1.390, H13 1.108, H14 1.104, H15 1.100
6 N -24.16518 5.54858 8.34658  C2 1.487, H16 1.059, H17 0.989
7 H -26.37390 6.87486 9.37646  C1 1.101
8 H -25.04564 8.13860 9.00181  C1 1.095
9 H -25.47733 7.67779 10.67615  C1 1.073
10 H -23.42515 6.51075 10.01884  C2 1.098
11 H -24.22736 4.32108 10.75089  C3 1.116
12 H -25.91405 4.77465 10.30723  C3 1.086
13 H -23.17662 6.33466 12.13137  C5 1.108
14 H -23.70719 4.79628 12.92120  C5 1.104
15 H -24.12667 6.46102 13.54842  C5 1.100
16 H -24.98972 4.98639 7.99232  N6 1.059
17 H -23.99892 6.14046 7.57250  N6 0.989
18 C -20.10063 9.68634 12.17527  C19 1.557, H24 1.111, H25 1.079, H26 1.063
19 C -21.38340 9.09934 11.51591  C18 1.557, C20 1.579, N23 1.501, H27 1.082
20 C -22.69207 9.96960 11.66368  C19 1.579, O21 1.438, H28 1.113, H29 1.092
21 O -23.05865 10.01210 13.05402  C20 1.438, C22 1.400
22 C -23.64486 11.19727 13.51325  O21 1.400, H30 1.116, H31 1.114, H32 1.081
23 N -21.21310 9.08962 10.02473  C19 1.501, H33 1.023, H34 1.069
24 H -19.89285 10.71355 11.80642  C18 1.111
25 H -19.33551 9.03438 11.78272  C18 1.079
26 H -20.02687 9.69620 13.23547  C18 1.063
27 H -21.57851 8.12162 11.93632  C19 1.082
28 H -23.44007 9.52844 10.96766  C20 1.113
29 H -22.56946 10.99211 11.30085  C20 1.092
30 H -22.94604 12.06436 13.43679  C22 1.116
31 H -23.96788 10.97814 14.55689  C22 1.114
32 H -24.47996 11.49664 12.89491  C22 1.081
33 H -20.54885 8.36791 9.73297  N23 1.023
34 H -22.10997 8.71823 9.57692  N23 1.069
35 C -20.78186 3.91044 5.95809  C36 1.466, H41 1.032, H42 1.102, H43 1.112
36 C -19.38971 3.57876 5.63844  C35 1.466, C37 1.593, N40 1.493, H44 1.109
37 C -18.99966 2.06266 5.93482  C36 1.593, O38 1.438, H45 1.134, H46 1.084
38 O -17.66298 1.80401 5.47056  C37 1.438, C39 1.433
39 C -17.60274 0.53176 4.81370  O38 1.433, H47 1.102, H48 1.113, H49 1.084
40 N -19.08971 3.92302 4.21707  C36 1.493, H50 1.056, H51 1.045
41 H -20.99878 3.79724 6.96096  C35 1.032
42 H -21.45862 3.28817 5.35027  C35 1.102
43 H -20.91385 4.97984 5.68473  C35 1.112
44 H -18.65964 4.13984 6.25571  C36 1.109
45 H -19.75130 1.40412 5.39824  C37 1.134
46 H -19.09311 1.84103 6.99230  C37 1.084
47 H -18.33516 0.42233 3.99750  C39 1.102
48 H -17.81726 -0.28975 5.53371  C39 1.113
49 H -16.56574 0.44613 4.50898  C39 1.084
50 H -19.32028 3.18437 3.49863  N40 1.056
51 H -18.12263 4.23755 3.97440  N40 1.045
52 C -23.22081 8.67946 16.28697  C53 1.519, H58 1.068, H59 1.073, H60 1.068
53 C -22.41415 7.63650 17.04164  C52 1.519, C54 1.543, N57 1.507, H61 1.113
54 C -22.42868 6.29225 16.28421  C53 1.543, O55 1.408, H62 1.096, H63 1.071
55 O -23.74837 5.82128 16.14922  C54 1.408, C56 1.419
56 C -23.80849 4.40385 16.13817  O55 1.419, H64 1.083, H65 1.112, H66 1.107
57 N -20.98948 8.05072 17.30354  C53 1.507, H67 0.976, H68 1.025
58 H -24.05513 8.19622 15.82835  C52 1.068
59 H -22.68337 9.03492 15.42931  C52 1.073
60 H -23.53955 9.45873 16.94465  C52 1.068
61 H -22.89120 7.43734 18.02751  C53 1.113
62 H -21.88744 5.54977 16.88135  C54 1.096
63 H -22.06406 6.38909 15.28230  C54 1.071
64 H -24.81725 4.09112 15.89838  C56 1.083
65 H -23.47760 3.91812 17.08200  C56 1.112
66 H -23.15269 4.08017 15.30664  C56 1.107
67 H -20.71111 7.53178 18.08171  N57 0.976
68 H -20.95520 9.05518 17.50450  N57 1.025
69 C -15.43543 3.54977 13.01082  C70 1.544, H75 1.110, H76 1.083, H77 1.072
70 C -15.21927 5.02911 12.62467  C69 1.544, C71 1.575, N74 1.508, H78 1.068
71 C -16.32881 5.87474 13.35495  C70 1.575, O72 1.365, H79 1.095, H80 1.103
72 O -16.21241 7.16903 12.93565  C71 1.365, C73 1.399
73 C -16.84548 8.07985 13.78901  O72 1.399, H81 1.099, H82 1.137, H83 1.077
74 N -13.81203 5.46188 12.95142  C70 1.508, H84 1.027, H85 1.004
75 H -16.50041 3.28240 12.84902  C69 1.110
76 H -15.24850 3.46952 14.07460  C69 1.083
77 H -14.76065 2.95918 12.42365  C69 1.072
78 H -15.36734 5.23324 11.58659  C70 1.068
79 H -16.24055 5.79969 14.44389  C71 1.095
80 H -17.34567 5.51593 13.12399  C71 1.103
81 H -16.51596 9.09541 13.52929  C73 1.099
82 H -16.70762 7.83983 14.89154  C73 1.137
83 H -17.91429 8.00318 13.68451  C73 1.077
84 H -13.65569 6.23906 12.29892  N74 1.027
85 H -13.17311 4.77980 12.58445  N74 1.004
86 C -18.49889 5.71622 9.77611  C87 1.503, H92 1.108, H93 1.050, H94 1.104
87 C -19.90067 5.17633 9.73417  C86 1.503, C88 1.511, N91 1.503, H95 1.129
88 C -20.54854 5.13470 11.09857  C87 1.511, O89 1.387, H96 1.091, H97 1.083
89 O -19.64385 4.35502 11.80343  C88 1.387, C90 1.438
90 C -19.97853 4.29720 13.20049  O89 1.438, H98 1.106, H99 1.047, H100 1.060
91 N -20.68156 6.02512 8.76966  C87 1.503, H101 0.987, H102 1.033
92 H -18.17706 6.20582 8.83599  C86 1.108
93 H -17.84653 4.92585 10.00547  C86 1.050
94 H -18.43518 6.56293 10.48206  C86 1.104
95 H -19.82659 4.09771 9.40991  C87 1.129
96 H -21.49904 4.62376 10.93879  C88 1.091
97 H -20.68996 6.09575 11.57628  C88 1.083
98 H -20.63456 3.42900 13.39683  C90 1.106
99 H -20.43505 5.20870 13.43761  C90 1.047
100 H -19.04319 4.15781 13.67909  C90 1.060
101 H -20.15606 6.27176 7.97118  N91 0.987
102 H -21.60968 5.68354 8.47042  N91 1.033
103 C -21.96391 1.61957 10.29367  C104 1.600, H109 1.076, H110 1.103, H111 1.117
104 C -22.74169 0.28115 10.69651  C103 1.600, C105 1.522, N108 1.496, H112 1.059
105 C -23.75094 0.62817 11.78132  C104 1.522, O106 1.396, H113 1.091, H114 1.126
106 O -24.57702 1.64017 11.28818  C105 1.396, C107 1.401
107 C -25.66742 1.83832 12.14504  O106 1.401, H115 1.069, H116 1.066, H117 1.093
108 N -23.33653 -0.19163 9.40807  C104 1.496, H118 1.031, H119 1.021
109 H -21.02480 1.38851 9.82106  C103 1.076
110 H -21.72973 2.19168 11.20741  C103 1.103
111 H -22.66855 2.16922 9.62416  C103 1.117
112 H -22.01295 -0.37273 11.09943  C104 1.059
113 H -23.18081 1.05349 12.60885  C105 1.091
114 H -24.27453 -0.29011 12.16890  C105 1.126
115 H -26.39766 2.48480 11.70660  C107 1.069
116 H -25.42893 2.32262 13.06370  C107 1.066
117 H -26.12305 0.85798 12.30461  C107 1.093
118 H -23.87029 -1.06870 9.50285  N108 1.031
119 H -23.95610 0.56295 9.10833  N108 1.021
120 C -23.51286 9.50531 6.00971  O121 1.385, H129 1.065, H130 1.107, H131 1.104
121 O -23.00852 8.38797 6.65323  C120 1.385, C122 1.432
122 C -22.29734 7.46718 5.81804  O121 1.432, C123 1.561, H132 1.137, H133 1.062
123 C -20.91752 7.98350 5.30095  C122 1.561, N124 1.401, H134 1.160, H135 1.078
124 N -19.99292 8.18285 6.33445  C123 1.401, C125 1.490, H136 1.051
125 C -18.74348 8.75574 5.75876  N124 1.490, C126 1.445, H137 1.107, H138 1.096
126 C -17.72577 8.85230 6.77973  C125 1.445, O127 1.412, H139 1.116, H140 1.103
127 O -18.16142 9.64454 7.86403  C126 1.412, C128 1.440
128 C -17.33534 9.61817 9.04283  O127 1.440, H141 1.061, H142 1.137, H143 1.064
129 H -23.77477 9.22471 5.01660  C120 1.065
130 H -22.84789 10.37710 5.85474  C120 1.107
131 H -24.34337 9.87526 6.63616  C120 1.104
132 H -22.87845 7.12950 4.90128  C122 1.137
133 H -22.20900 6.62847 6.46325  C122 1.062
134 H -21.07960 8.93858 4.66220  C123 1.160
135 H -20.50046 7.21686 4.66829  C123 1.078
136 H -20.39516 8.91470 6.97205  N124 1.051
137 H -18.85174 9.73227 5.24924  C125 1.107
138 H -18.36622 8.03799 5.02177  C125 1.096
139 H -16.75496 9.31616 6.48334  C126 1.116
140 H -17.48734 7.86014 7.19956  C126 1.103
141 H -17.92539 10.12181 9.76638  C128 1.061
142 H -16.34138 10.14307 8.86845  C128 1.137
143 H -17.17700 8.60414 9.32439  C128 1.064
144 C -18.81873 0.03598 13.52073  O145 1.427, H153 1.127, H154 1.121, H155 1.105
145 O -19.79221 0.96587 13.99355  C144 1.427, C146 1.405
146 C -20.50626 0.61237 15.15081  O145 1.405, C147 1.465, H156 1.078, H157 1.156
147 C -19.83702 0.59385 16.45342  C146 1.465, N148 1.484, H158 1.113, H159 1.106
148 N -19.07042 1.74528 16.99053  C147 1.484, C149 1.435, H160 1.006
149 C -17.87365 2.16343 16.31846  N148 1.435, C150 1.525, H161 1.096, H162 1.109
150 C -17.53275 3.56222 16.81991  C149 1.525, O151 1.390, H163 1.097, H164 1.081
151 O -18.52342 4.45460 16.42742  C150 1.390, C152 1.433
152 C -18.24880 5.78085 16.89625  O151 1.433, H165 1.100, H166 1.058, H167 1.138
153 H -17.97958 0.01165 14.27306  C144 1.127
154 H -18.35268 0.50555 12.61627  C144 1.121
155 H -19.17665 -1.00568 13.43513  C144 1.105
156 H -20.92534 -0.38128 15.14714  C146 1.078
157 H -21.46059 1.26159 15.22014  C146 1.156
158 H -19.15619 -0.28349 16.52225  C147 1.113
159 H -20.67739 0.48975 17.16520  C147 1.106
160 H -19.68271 2.54008 17.06056  N148 1.006
161 H -17.96697 2.26669 15.23172  C149 1.096
162 H -17.01743 1.51620 16.59715  C149 1.109
163 H -16.55423 3.82366 16.39735  C150 1.097
164 H -17.33465 3.60501 17.88126  C150 1.081
165 H -18.19901 5.74392 17.99444  C152 1.100
166 H -18.94521 6.52155 16.60393  C152 1.058
167 H -17.24401 6.18488 16.54829  C152 1.138

Summary:
Orbital gap   0.3358 hartree
HOMO level   -8.5 eV
SMILES string   COC[C@H](C)N.COC[C@H](C)N.COC[C@H](C)N.COC[C@H](C)N.COC[C@H](C)N.COC[C@H](C)N.COC[C@H](C)N.COCCNCCOC.COCCNCCOC



The data favor *2*; the next most stable structure lies 5.308 eV above it.